Entry 1:
Below is a 2-piece molecular cluster, C10H17NOP overall, with properties calculated with wB97M-V/def2-TZVPD.

```
30
Properties=species:S:1:pos:R:3
C -1.2524 3.6482 -1.8019
C -0.2407 2.8465 -2.3966
C -2.0967 3.1540 -0.8029
C 0.0657 1.5899 -1.8691
C -1.8258 1.8278 -0.4651
C -0.8363 0.9788 -1.0346
C 0.3170 -3.0606 0.3267
C -0.1151 -1.7365 2.2404
C -0.7165 -0.4639 -0.5856
C 0.5253 -0.5990 0.3114
N 0.7358 -1.8703 1.0674
O 2.7529 -0.4491 2.2828
P 2.5213 -1.8571 1.6410
H -1.3164 4.7638 -2.2400
H 0.3594 3.3917 -3.0965
H -2.8832 3.7254 -0.3309
H 0.9231 1.0246 -2.2527
H -2.4765 1.3905 0.1762
H 0.8117 -3.2283 -0.5600
H 0.4429 -3.8660 1.0567
H -0.7588 -2.9401 0.0300
H 0.3159 -0.8033 2.7922
H -1.1039 -1.4296 2.0239
H -0.1781 -2.5718 2.8651
H -1.5911 -0.6177 -0.1110
H -0.5657 -1.2080 -1.3908
H 0.6493 0.1747 1.0369
H 1.4168 -0.6595 -0.3350
H 2.3667 0.4004 2.0000
H 3.7533 -1.5556 -0.5781
```

- charge = +1
- E (eV) = -23460.8671
- molecular weight (u) = 198.23

Okay, here come the Mulliken numbers, in e, for every atom:
1 C -0.0323
2 C -0.7629
3 C -0.8348
4 C -0.1670
5 C -0.3017
6 C -0.0220
7 C -0.9683
8 C -0.7423
9 C -0.8186
10 C -1.0452
11 N 0.3771
12 O -0.3783
13 P 0.1754
14 H 0.2209
15 H 0.3737
16 H 0.4255
17 H 0.3366
18 H 0.4206
19 H 0.3994
20 H 0.3685
21 H 0.3796
22 H 0.3462
23 H 0.3703
24 H 0.3908
25 H 0.7042
26 H 0.4569
27 H 0.4178
28 H 0.4815
29 H 0.3941
30 H 0.0344

=====

Entry 2:
Below is C15H31AgF6N6O12S6 as an isolated structure, with properties calculated with wB97M-V/def2-TZVPD.

```
77
Properties=species:S:1:pos:R:3
Ag 1.1176 1.7305 -1.4464
C 1.1687 -1.5030 -3.1584
C -0.2994 -1.4459 -2.6603
C -0.4978 -2.5614 -1.6331
C -1.9734 -2.6041 -1.2507
N -2.2652 -3.3926 0.1001
C -1.3738 -2.9536 1.2481
C -0.7298 -4.2418 1.8306
C -0.6712 -5.3061 0.8245
C -1.8910 -4.9224 -0.1237
C -3.8060 -3.3273 0.4888
H 1.3700 -2.3063 -3.8672
H 1.7507 -1.6498 -2.2485
H 1.5462 -0.6141 -3.6638
H -1.0064 -1.5075 -3.4875
H -0.2870 -0.4094 -2.3230
H 0.1487 -2.4168 -0.7675
H -0.2835 -3.4883 -2.1651
H -2.5519 -3.0074 -2.0818
H -2.3230 -1.5792 -1.1260
H -2.0588 -2.5064 1.9684
H -0.8610 -2.0466 0.9282
H -1.4811 -4.4502 2.5923
H 0.1630 -3.8709 2.3341
H -0.8644 -6.1815 1.4444
H 0.3117 -5.3680 0.3573
H -2.7979 -5.4789 0.1127
H -1.6343 -5.3032 -1.1122
H -4.0615 -2.2973 0.7374
H -4.0196 -4.0692 1.2583
H -4.2789 -3.4879 -0.4801
C 0.3755 -0.2133 4.1582
C -0.5913 0.2513 3.1087
N -0.4875 1.6822 3.0398
C -0.9846 2.5867 3.9191
C -0.7864 3.8416 3.4071
N -0.3033 3.7354 2.1069
C -0.0583 2.4054 1.9422
C 0.0563 4.7522 1.1972
H 0.4317 -1.2978 4.2528
H 0.0475 0.1029 5.1484
H 1.3624 0.2486 4.1321
H -1.5959 -0.0384 3.4167
H -0.3537 -0.2343 2.1622
H -1.3922 2.2655 4.8662
H -1.0140 4.7905 3.8699
H 0.2218 2.0547 0.9599
H -0.0562 5.7081 1.7088
H -0.5826 4.6895 0.3163
H 1.0593 4.7940 0.7725
N 2.6860 3.1783 -2.6088
S 3.2880 4.4327 -2.9071
O 3.0883 5.0687 -4.2116
O 4.5696 4.6989 -2.3032
F 2.3287 5.3039 -1.9259
S 3.6643 2.2268 -3.6141
O 5.0834 1.9779 -3.3272
O 3.1346 1.9950 -4.9386
F 3.1135 0.8782 -2.9296
N -1.2485 1.6560 -1.4102
S -1.9366 2.2323 -2.6032
O -2.5718 3.5352 -2.4038
O -2.5253 1.3665 -3.6730
F -0.5454 2.6493 -3.4031
S -2.7504 1.2262 -0.7545
O -3.5996 0.3004 -1.4643
O -3.3709 2.2244 0.1076
F -2.1202 0.1971 0.2738
N 2.2481 0.8833 0.2598
S 3.3752 1.7259 0.8944
O 4.7962 1.8591 0.3676
O 3.2529 1.9383 2.3514
F 2.5658 3.1200 0.5245
S 3.1643 -0.5763 0.5660
O 3.7842 -0.8772 1.8893
O 3.7601 -1.2217 -0.5685
F 1.8572 -1.5572 0.6976
```

- charge = 0
- E (eV) = -134873.0142
- molecular weight (u) = 901.70

Okay, here come the Mulliken numbers, in e, for every atom:
1 Ag 1.4185
2 C -1.6607
3 C 0.5624
4 C 0.1430
5 C -0.8948
6 N 0.5665
7 C 0.2973
8 C -0.9413
9 C -0.6658
10 C -0.6035
11 C -1.0992
12 H 0.4008
13 H 0.3358
14 H 0.4116
15 H 0.5449
16 H -0.7537
17 H 0.2330
18 H 0.3043
19 H 0.7669
20 H -0.1579
21 H 0.3505
22 H -0.5129
23 H 0.3809
24 H 0.5045
25 H 0.3694
26 H 0.3559
27 H 0.4485
28 H 0.2783
29 H 0.3217
30 H 0.4267
31 H 0.4193
32 C -1.4532
33 C 0.6561
34 N 0.6586
35 C -0.1337
36 C -0.8343
37 N 0.4467
38 C -0.4573
39 C -0.7355
40 H 0.3393
41 H 0.4492
42 H 0.3421
43 H 0.3859
44 H -0.7502
45 H 0.4922
46 H 0.4624
47 H 0.4669
48 H 0.3074
49 H 0.3203
50 H 0.2956
51 N 0.0283
52 S 0.7559
53 O -0.6508
54 O -0.6098
55 F -0.3344
56 S 0.8789
57 O -0.5471
58 O -0.5662
59 F -0.2027
60 N 0.1388
61 S 0.9509
62 O -0.6368
63 O -0.6229
64 F -0.3188
65 S 0.8154
66 O -0.6208
67 O -0.6200
68 F -0.2657
69 N 0.1672
70 S 0.6903
71 O -0.5499
72 O -0.6333
73 F -0.3115
74 S 0.6666
75 O -0.5840
76 O -0.6013
77 F -0.2256

=====

Entry 3:
Below is a 2-piece molecular cluster, H3NP2 overall, with properties calculated with wB97M-V/def2-TZVPD.

```
6
Properties=species:S:1:pos:R:3
N 3.0365 0.2016 0.9813
P 2.5037 -0.1586 -0.3354
P -0.8077 -0.0215 -0.1760
H -1.5704 1.0281 0.4898
H -1.4943 -1.2595 0.3986
H -1.6677 0.2099 -1.3583
```

- charge = 0
- E (eV) = -20114.0030
- molecular weight (u) = 78.98
- SMILES string = N#P.P

Okay, here come the Mulliken numbers, in e, for every atom:
1 N -0.2714
2 P 0.2324
3 P -0.2571
4 H 0.0959
5 H 0.1045
6 H 0.0957

=====

Entry 4:
Below is C25H38P2Ru as an isolated structure, with properties calculated with wB97M-V/def2-TZVPD.

```
66
Properties=species:S:1:pos:R:3
P -0.4334 2.4298 -0.5808
P 0.5006 -1.3353 0.9962
C -0.4456 0.5807 -1.1276
C -0.6887 -0.6790 -0.3010
H 0.3050 0.3766 -1.8825
H -1.4347 0.7347 -1.5921
H -1.7582 -0.7489 -0.0357
H -0.4105 -1.4904 -0.9848
C 1.7590 -2.2826 0.0525
H 2.4155 -2.6962 0.8328
H 2.3623 -1.5991 -0.5672
H 1.3380 -3.0759 -0.5790
C -0.6326 -2.3982 1.9149
H -0.7152 -3.3747 1.4150
H -1.6244 -1.9395 2.0038
H -0.1923 -2.4873 2.9156
C 0.3784 3.3740 -1.8799
H 0.4751 4.3901 -1.4518
H -0.2246 3.3497 -2.7927
H 1.3966 2.9918 -2.0664
C -2.1801 2.8101 -0.4919
H -2.6972 2.1231 0.1863
H -2.6129 2.7645 -1.4922
H -2.2102 3.8232 -0.0771
Ru 0.6351 0.8466 0.5704
C -1.3061 -2.3602 -2.6359
C 0.0180 -2.3621 -2.9213
C 0.5059 -2.0792 -4.2914
C -0.0212 -0.7781 -4.9330
C -0.5735 0.2615 -3.9913
C -1.8947 0.3957 -3.7506
C -2.8630 -0.7174 -3.9985
C -2.4128 -2.1547 -3.6382
C 0.7390 2.7777 1.5602
H -1.7258 -2.7381 -1.7087
H 0.7361 -2.8586 -2.2703
H 0.2494 -2.9226 -4.9651
H 1.5995 -2.0726 -4.2525
H 0.7996 -0.2684 -5.4679
H -0.7937 -1.0285 -5.6756
H 0.2123 0.9545 -3.6895
H -2.3869 1.3637 -3.6064
H -3.2322 -0.7185 -5.0464
H -3.7581 -0.4676 -3.4152
H -3.2717 -2.6684 -3.1663
H -2.1883 -2.7105 -4.5633
H 0.2953 2.7276 2.5707
H 0.2762 3.6418 1.0179
H 1.8151 3.0309 1.6657
C 0.0542 0.8047 6.4936
C -0.7723 0.9711 5.3720
C -0.3215 0.7788 4.0658
C 1.0264 0.4418 3.8540
C 1.5839 0.3046 2.5199
C 2.9497 0.0956 2.3584
C 3.7565 -0.0725 3.5160
C 3.2551 0.0136 4.8008
C 1.8887 0.2863 5.0234
C 1.3818 0.4673 6.3406
H -0.3260 0.9702 7.4949
H -1.7949 1.2860 5.5482
H -0.9437 0.8864 3.1753
H 3.3796 0.0526 1.3415
H 4.8126 -0.2810 3.3884
H 3.9049 -0.1078 5.6815
H 2.0414 0.3666 7.2142
```

- charge = +2
- E (eV) = -47676.0713
- spin multiplicity = 5
- molecular weight (u) = 501.60

Okay, here come the Mulliken numbers, in e, for every atom:
1 P 0.7092
2 P 1.0461
3 C -0.7024
4 C 0.7900
5 H 0.8323
6 H 0.2217
7 H 0.7548
8 H -1.7872
9 C -1.5421
10 H 0.4838
11 H 0.4195
12 H 0.5164
13 C -1.4110
14 H 0.4301
15 H 0.4181
16 H 0.4231
17 C -1.3138
18 H 0.4125
19 H 0.3707
20 H 0.3953
21 C -1.2041
22 H 0.3783
23 H 0.4375
24 H 0.4191
25 Ru -0.7044
26 C 0.0989
27 C -0.2102
28 C -1.2451
29 C -1.0329
30 C -0.3144
31 C -0.2273
32 C -1.1009
33 C -1.0324
34 C -1.4474
35 H 0.6925
36 H 0.4100
37 H 0.3577
38 H 0.3642
39 H 0.4860
40 H 0.2741
41 H 0.8365
42 H 0.6226
43 H 0.3665
44 H 0.4233
45 H 0.4105
46 H 0.3563
47 H 0.5834
48 H 0.4833
49 H 0.4749
50 C -0.5617
51 C -0.8511
52 C -0.2993
53 C 1.5504
54 C -0.5881
55 C -0.2120
56 C -0.9149
57 C -0.6426
58 C 0.8925
59 C -0.8406
60 H 0.4342
61 H 0.4138
62 H 0.4225
63 H 0.4775
64 H 0.4402
65 H 0.4303
66 H 0.4250

=====

Entry 5:
Below is an isolated ion of composition C2H7N4S and charge +1, with properties calculated with wB97M-V/def2-TZVPD.

```
14
Properties=species:S:1:pos:R:3
C 1.6851 -0.1422 0.0834
C -1.7816 -1.7737 0.1694
N 0.7142 0.3673 -0.3008
N -0.4112 0.9696 -0.1896
N -0.3839 2.3609 0.2250
N 2.8446 -0.6324 0.0213
S -2.0519 -0.1925 0.0089
H -2.0133 -2.1976 1.1122
H -1.4781 -2.4160 -0.5782
H -0.8984 2.9733 -0.4523
H -0.8343 2.3538 1.2118
H 3.3681 -0.6431 -0.8610
H 3.2183 -1.0909 0.8405
H -1.9776 0.0634 -1.2905
```

- charge = +1
- E (eV) = -18970.7780
- molecular weight (u) = 119.17

Okay, here come the Mulliken numbers, in e, for every atom:
1 C 0.3344
2 C -0.5164
3 N 0.3804
4 N -0.3243
5 N -0.5975
6 N -0.3356
7 S 0.0811
8 H 0.3099
9 H 0.3409
10 H 0.2813
11 H 0.2924
12 H 0.2632
13 H 0.2619
14 H 0.2282

=====

Entry 6:
Below is a 2-piece molecular cluster, C5H13NO overall, with properties calculated with wB97M-V/def2-TZVPD.

```
20
Properties=species:S:1:pos:R:3
C 2.1098 0.4611 0.6526
C 1.7626 0.3750 -0.6267
C 0.4084 0.6439 -1.1977
C -0.7333 -0.4593 -0.9124
N -1.9844 0.0191 -0.4242
C -1.9162 0.8581 0.8577
H 1.6276 0.7709 1.5836
H 3.0623 0.0378 0.9446
H 2.5152 0.4718 -1.4051
H 0.0071 1.5963 -0.8698
H 0.3527 0.6815 -2.2790
H -0.7880 -1.1067 -1.8108
H -0.3378 -1.2530 -0.2856
H -2.5315 0.6300 -1.0096
H -2.5745 1.7076 0.6693
H -0.8792 1.2224 0.9038
H -2.1218 0.2216 1.6869
O 0.5745 -2.2870 1.5218
H 0.7123 -3.0959 0.9877
H 0.7341 -1.4954 1.0130
```

- charge = 0
- E (eV) = -8930.9722
- molecular weight (u) = 103.16
- SMILES string = C=CCCNC.O

Okay, here come the Mulliken numbers, in e, for every atom:
1 C -1.0112
2 C -0.0334
3 C -0.5783
4 C -0.3146
5 N -0.4497
6 C -0.7295
7 H 0.3185
8 H 0.3027
9 H 0.3311
10 H 0.4178
11 H 0.3542
12 H 0.3633
13 H 0.0694
14 H 0.2854
15 H 0.3321
16 H 0.1628
17 H 0.2639
18 O -0.7004
19 H 0.3075
20 H 0.3083

=====

Q: Which value of E does entry 2 give?
A: -134873.0142 eV

=====

Q: Which formula does entry 6 have?
A: C5H13NO